No. 1
# C19H33N8O3

A cluster of 7 separate species, C19H33N8O3 in total (ωB97M-V/def2-TZVPD, the Open Molecules 2025 dataset).

Geometry as XYZ:
```
63
Properties=species:S:1:pos:R:3:forces:R:3
C -5.3866 -10.2281 -13.1022 2.334 -1.473 -0.063
O -4.3462 -11.1454 -12.8104 -1.529 0.608 0.773
H -5.1803 -9.2382 -12.6749 -0.387 0.337 0.313
H -5.3743 -10.0596 -14.1880 -0.603 0.207 -0.434
H -6.3713 -10.5976 -12.7889 -0.513 0.245 0.024
C -2.5805 -11.7437 -9.6571 1.312 0.017 -3.707
O -1.7750 -11.7186 -10.5975 0.465 -0.037 1.611
N -2.3581 -12.2344 -8.4442 0.566 -0.531 1.777
N -3.8019 -11.2888 -9.8726 -2.068 1.125 0.392
H -1.4602 -12.6483 -8.2630 -0.310 -0.070 0.214
H -3.1479 -12.2523 -7.8234 0.541 -0.340 0.370
H -3.9992 -10.9956 -10.8287 -0.297 -0.334 -0.839
H -4.5475 -11.4429 -9.2142 -0.011 0.046 -0.233
C -4.7405 -14.6247 -11.6112 1.502 1.236 -0.412
O -3.5413 -14.4710 -11.6923 0.640 -0.230 -0.025
N -5.3153 -15.7811 -11.3334 -1.135 -3.369 0.800
N -5.6448 -13.6697 -11.8037 -0.641 1.208 -0.064
H -6.2946 -15.8064 -11.1127 0.165 -0.396 -0.024
H -4.7608 -16.6179 -11.2723 -0.093 0.201 0.122
H -6.6017 -13.9385 -11.6706 -0.029 0.716 -0.089
H -5.2625 -12.7411 -11.9982 -0.076 0.866 -0.512
C -4.1929 -7.5821 -8.8679 -0.895 -0.445 0.670
C -3.2034 -7.8036 -9.9613 1.392 0.907 -0.722
C -3.6093 -7.1749 -11.2986 -1.096 -0.007 -0.859
C -3.4906 -5.6960 -11.3921 0.098 -1.644 0.567
N -3.3351 -4.5650 -11.4243 0.011 0.914 -0.076
H -4.8292 -6.7055 -8.9961 0.308 0.269 0.086
H -3.6846 -7.5638 -7.9035 -0.144 0.225 0.075
H -4.8865 -8.4247 -8.8225 -0.060 -0.062 -0.037
H -2.9709 -8.8647 -10.0387 -0.077 0.066 -0.422
H -2.2688 -7.2926 -9.7179 0.163 -0.214 0.263
H -4.6547 -7.4207 -11.5037 -0.187 0.143 0.091
H -3.1439 -7.5780 -12.1993 0.526 -0.181 0.303
N -7.3435 -6.3762 -15.4942 -0.037 -1.192 2.435
C -7.1462 -6.6977 -14.1486 1.153 0.102 -0.168
C -6.7383 -5.5569 -13.4799 -1.480 0.318 -0.770
C -6.9547 -4.4988 -14.3996 0.855 0.806 -1.083
C -7.2289 -5.0355 -15.6411 -0.397 -0.451 -0.271
H -7.4642 -7.0913 -16.1963 -0.196 0.299 -0.124
H -7.1891 -7.6990 -13.7479 0.040 -0.139 -0.417
H -6.4492 -5.3612 -12.4595 -0.128 -0.519 0.079
H -6.8010 -3.4418 -14.2414 0.053 -0.058 0.159
H -7.4202 -4.7210 -16.6562 0.164 0.841 0.268
N -5.6507 -8.4656 -17.4874 -0.108 0.537 -0.952
C -5.9441 -7.4472 -18.3556 -0.215 0.029 -0.289
C -7.2959 -7.5271 -18.6450 0.452 1.006 -0.458
C -7.8361 -8.6128 -17.9326 -0.161 -0.083 -0.528
C -6.7860 -9.1663 -17.2871 0.441 -2.053 1.634
H -4.7182 -8.7518 -17.2383 -0.199 0.009 0.273
H -5.1504 -6.8162 -18.7225 -0.224 0.173 0.036
H -7.8599 -6.8742 -19.2937 0.189 0.100 -0.003
H -8.8362 -9.0108 -17.9953 0.023 0.109 0.176
H -6.7278 -10.0688 -16.6967 -0.172 0.108 0.127
N -8.6330 -13.0465 -13.9700 0.343 -1.093 -0.005
C -9.9291 -13.2353 -14.3303 -0.337 0.497 0.690
C -10.1118 -12.5539 -15.5132 -3.112 -1.194 0.929
C -8.9232 -12.0391 -15.9061 2.588 0.383 -0.816
C -7.9742 -12.4401 -14.9788 0.419 1.656 -0.234
H -8.2053 -13.4821 -13.1703 0.152 0.154 -0.180
H -10.5939 -13.6928 -13.6143 -0.204 -0.033 -0.311
H -11.0936 -12.4351 -15.9475 0.143 0.005 -0.269
H -8.7172 -11.4740 -16.8020 0.009 -0.003 0.051
H -6.9495 -12.1119 -14.8884 0.077 -0.320 0.088
```
Forces are in eV/Å.

As for the total energy: -1407.560110 Eh. As for the net charge: -1. The calculation puts the lowest unoccupied orbital energy at 2.5 eV. The calculation puts the HOMO-LUMO gap at 6.2 eV. As for the energy above the lowest of the compared OMol25 structures with the same formula, charge and spin: 0.0 kcal per mole. The value obtained for the HOMO energy is -3.651 eV.

---

No. 2
# C4H14N2O2

A cluster of 2 separate species, C4H14N2O2 in total (ωB97M-V/def2-TZVPD, the Open Molecules 2025 dataset).

Geometry as XYZ:
```
22
Properties=species:S:1:pos:R:3:forces:R:3
C -0.3993 -1.8648 -1.1023 -0.048 -0.512 0.326
C -0.9660 -0.4980 -0.6668 0.166 -2.523 -1.385
O -2.2342 -0.8482 -0.0606 0.651 1.181 -0.383
C -0.0055 0.3141 0.1881 -1.107 1.524 0.954
N 0.6651 1.3354 -0.6367 -0.003 -1.391 -0.293
C -0.8022 1.0377 1.2910 -0.002 -0.114 0.750
N 0.1075 1.8081 2.1759 -1.249 0.192 -0.515
H -0.6188 -2.6358 -0.3514 0.236 0.368 0.305
H -0.9384 -2.2541 -1.9662 0.074 0.318 -0.236
H 0.6749 -1.8721 -1.3109 -0.341 0.137 -0.053
H -1.1303 -0.0080 -1.6409 -0.121 0.572 0.632
H -2.7070 -0.0128 -0.1399 -0.611 -0.247 0.312
H 0.7207 -0.3017 0.7450 -0.066 -0.082 -0.526
H 1.6404 1.4078 -0.4210 0.196 0.587 0.227
H 0.1823 2.2123 -0.5444 0.284 0.321 0.049
H -1.4045 0.3374 1.8768 0.327 -0.378 -0.091
H -1.5932 1.7081 0.9027 0.600 0.100 -0.352
H 0.9578 1.2964 2.3332 0.177 -0.250 0.279
H -0.4117 1.9015 3.0442 0.617 0.165 0.123
O 2.7325 -1.1077 -1.6389 0.311 0.047 0.478
H 2.3031 -0.4073 -1.1382 -0.292 0.262 -0.396
H 3.2267 -1.5481 -0.9389 0.200 -0.277 -0.207
```
Forces are in eV/Å.

As for the total energy: -420.759883 Eh. As for the net charge: 0. The calculation puts the lowest unoccupied orbital energy at 0.7 eV. The calculation puts the HOMO-LUMO gap at 10.1 eV. The structure (SMILES) is C[C@@H](O)[C@@H](N)CN.O. As for the energy above the lowest of the compared OMol25 structures with the same formula, charge and spin: 28.4 kcal per mole. The value obtained for the HOMO energy is -9.447 eV.

---

No. 3
# C4H6ClPS

An isolated molecule of C4H6ClPS (ωB97M-V/def2-TZVPD, the Open Molecules 2025 dataset).

Geometry as XYZ:
```
13
Properties=species:S:1:pos:R:3:forces:R:3
C 2.9682 -0.3490 -0.6978 1.362 -1.026 0.396
C 1.7847 -0.1741 -0.6805 -0.001 1.449 -0.724
C 0.4034 0.3110 -0.7863 -0.269 -2.228 0.625
C -0.2058 0.1222 0.6539 0.394 1.600 0.855
P -2.0005 0.1072 0.6241 0.015 2.201 0.184
S -2.8970 1.6732 -0.1793 0.490 -1.222 0.923
Cl -2.3330 -1.5815 -0.3948 -0.337 -0.736 -0.009
H 4.0003 -0.6961 -0.6220 -0.924 0.469 -0.152
H 0.3012 1.3493 -1.2245 0.022 -1.357 0.672
H -0.0895 -0.5158 -1.4201 0.313 1.740 0.514
H -0.0470 -0.7815 1.2384 0.656 -0.968 -1.016
H 0.2236 0.7982 1.4813 -0.913 -0.014 -1.629
H -2.1085 -0.2631 2.0075 -0.807 0.092 -0.638
```
Forces are in eV/Å.

As for the total energy: -1355.690764 Eh. As for the net charge: 0. The calculation puts the lowest unoccupied orbital energy at 0.5 eV. The calculation puts the HOMO-LUMO gap at 9.6 eV. The structure (SMILES) is C#CCC[P@@H](=S)Cl. As for the energy above the lowest of the compared OMol25 structures with the same formula, charge and spin: 46.6 kcal per mole. The value obtained for the HOMO energy is -9.158 eV.

---

No. 4
# C17H17BrN2O4S

An isolated molecule of C17H17BrN2O4S (ωB97M-V/def2-TZVPD, the Open Molecules 2025 dataset).

Geometry as XYZ:
```
42
Properties=species:S:1:pos:R:3:forces:R:3
O 0.9473 -0.1248 1.9932 -0.093 -0.025 0.151
C 1.3972 0.4334 1.0188 0.131 0.088 -0.147
N 0.7056 0.6584 -0.1420 0.158 0.197 -0.337
C -0.6019 0.2992 -0.4619 -0.376 -0.171 -0.024
C -1.4029 -0.4671 0.3856 0.044 -0.072 0.124
C -2.6870 -0.8010 -0.0036 -0.012 0.036 -0.012
C -3.1756 -0.3720 -1.2234 -0.741 -0.157 -0.227
S -4.8121 -0.8706 -1.7582 0.004 -0.298 -0.139
O -5.6230 -1.1190 -0.6052 0.241 -0.135 0.187
O -5.2614 0.0514 -2.7568 0.337 0.014 -0.174
N -4.5958 -2.3347 -2.5281 -0.349 0.980 0.443
C -4.3498 -3.4934 -1.6949 0.207 -0.522 0.297
C -2.9037 -3.9597 -1.8324 -0.031 0.104 0.280
O -2.5838 -4.3095 -3.1692 0.071 -0.101 -0.062
C -3.3964 -3.6870 -4.1448 -0.125 0.169 -0.061
C -3.7970 -2.2738 -3.7372 0.240 0.073 -0.615
C -2.3978 0.4022 -2.0651 0.085 0.114 -0.046
C -1.1116 0.7352 -1.6876 -0.024 -0.073 0.103
C 2.7947 0.9658 0.9833 0.351 0.020 0.055
C 3.5904 0.9200 -0.1582 -0.126 0.010 0.097
C 4.8899 1.3955 -0.1160 0.015 0.035 -0.023
C 5.4061 1.9285 1.0524 -0.004 0.004 0.085
C 4.6104 1.9599 2.1868 0.033 0.068 0.141
Br 5.3145 2.6820 3.7998 -0.088 -0.089 -0.193
C 3.3163 1.4746 2.1680 -0.022 -0.006 -0.003
H 1.1750 1.2090 -0.8482 -0.024 -0.077 0.229
H -1.0169 -0.7876 1.3385 -0.014 0.000 0.002
H -3.3273 -1.3785 0.6437 -0.028 -0.071 0.153
H -4.5859 -3.2173 -0.6680 0.028 -0.250 0.036
H -5.0279 -4.2997 -1.9973 0.044 0.077 0.123
H -2.7240 -4.8513 -1.2257 -0.041 0.130 0.029
H -2.2251 -3.1619 -1.4915 -0.096 -0.139 -0.017
H -4.3006 -4.2844 -4.3257 0.077 0.046 -0.040
H -2.8010 -3.6666 -5.0605 -0.174 0.069 0.038
H -2.8866 -1.6774 -3.5779 -0.016 -0.098 -0.110
H -4.3949 -1.7943 -4.5145 0.175 -0.062 -0.081
H -2.8222 0.7534 -2.9923 0.034 0.077 -0.122
H -0.4976 1.3405 -2.3395 0.051 0.072 -0.066
H 3.2165 0.4810 -1.0719 -0.041 -0.043 -0.079
H 5.5093 1.3498 -0.9986 0.054 -0.014 -0.072
H 6.4160 2.3063 1.0868 0.067 0.027 0.012
H 2.7015 1.4827 3.0550 -0.021 -0.006 0.066
```
Forces are in eV/Å.

As for the total energy: -4040.682496 Eh. As for the net charge: 0. The calculation puts the lowest unoccupied orbital energy at 0.0 eV. The calculation puts the HOMO-LUMO gap at 9.1 eV. The structure (SMILES) is O=C(Nc1ccc(S(=O)(=O)N2CCOCC2)cc1)c1cccc(Br)c1. As for the energy above the lowest of the compared OMol25 structures with the same formula, charge and spin: 4.4 kcal per mole. The value obtained for the HOMO energy is -9.129 eV.

---

No. 5
# C5H10NO2

The ion C5H10NO2 with charge -1 (ωB97M-V/def2-TZVPD, the Open Molecules 2025 dataset).

Geometry as XYZ:
```
18
Properties=species:S:1:pos:R:3:forces:R:3
C 1.4527 -0.8780 1.1651 2.485 5.321 2.430
C 0.8783 0.4081 0.5165 0.763 -0.859 -1.057
C -0.5447 0.3770 -0.0620 -2.307 4.045 2.704
C -0.9651 1.8878 -0.4576 6.549 -2.400 -0.052
N -0.9113 -0.4125 -1.1218 -0.331 -1.119 0.106
C -0.9696 -1.8921 -0.7100 2.231 3.766 -1.903
O -0.9916 -2.4113 -1.8301 -0.753 -3.929 0.494
O -0.7235 -2.0844 0.5105 -2.055 -1.423 -2.069
H 1.3414 -0.9400 2.2575 -0.317 0.197 -0.188
H 2.5187 -0.7372 0.9904 0.444 -0.482 0.264
H 1.1432 -1.7237 0.7958 -1.517 -4.221 -2.228
H 1.0008 1.2749 1.1498 -0.243 0.136 0.725
H 1.6478 0.6387 -0.2682 -0.961 -0.075 -0.141
H -1.3133 0.1734 0.8387 1.836 0.075 -1.603
H -1.9446 1.9398 -0.5083 -4.684 0.528 -0.510
H -0.4038 2.0133 -1.4163 -0.792 0.489 0.405
H -0.4967 2.5065 0.2843 -0.176 0.840 0.303
H -0.7187 -0.1403 -2.1342 -0.173 -0.890 2.320
```
Forces are in eV/Å.

As for the total energy: -401.736723 Eh. As for the net charge: -1. The calculation puts the lowest unoccupied orbital energy at 4.1 eV. The calculation puts the HOMO-LUMO gap at 7.7 eV. The structure (SMILES) is CC[C@@H](C)NC(=O)[O-]. As for the energy above the lowest of the compared OMol25 structures with the same formula, charge and spin: 56.5 kcal per mole. The value obtained for the HOMO energy is -3.638 eV.

---

No. 6
# C43H36BaN7O3S

A structure of composition C43H36BaN7O3S (ωB97M-V/def2-TZVPD, the Open Molecules 2025 dataset).

Geometry as XYZ:
```
91
Properties=species:S:1:pos:R:3:forces:R:3
Ba 0.3940 0.1176 -0.0702 0.130 -0.324 1.022
C 4.2125 0.7538 -4.2634 0.029 -0.135 0.337
O 3.0851 1.6437 -4.3250 -0.174 0.095 0.006
C 2.4440 1.5089 -3.1212 0.512 -0.109 -0.249
N 2.8876 0.6574 -2.3061 -0.704 0.194 0.319
C 3.9793 -0.0605 -2.9560 0.271 -0.131 -0.327
C 3.6375 -1.5136 -3.2223 -0.023 0.032 -0.076
C 4.2409 -2.5287 -2.4961 0.098 -0.011 -0.023
C 3.9056 -3.8566 -2.7282 -0.049 0.033 -0.065
C 2.9573 -4.1771 -3.6891 0.029 0.022 0.065
C 2.3438 -3.1648 -4.4162 0.018 0.012 -0.044
C 2.6850 -1.8430 -4.1820 0.104 0.033 -0.064
C 1.2979 2.4145 -2.9257 -0.155 0.094 -0.182
C 0.9117 3.2578 -3.9630 0.010 -0.006 0.050
C -0.1632 4.1028 -3.7576 0.004 -0.039 0.069
C -0.8042 4.0748 -2.5347 0.001 -0.032 -0.036
C -0.3542 3.1801 -1.5650 0.033 0.417 -0.852
N 0.6718 2.3633 -1.7539 0.182 0.354 -0.027
C -1.0557 3.1356 -0.2886 -0.746 0.128 0.974
N -0.8992 2.3053 0.6537 -0.019 0.771 -0.239
C -1.8615 2.6190 1.7056 -0.190 -0.093 0.251
C -2.6174 3.8537 1.1542 0.159 -0.200 0.084
O -1.9936 4.1045 -0.1174 0.072 0.087 -0.211
C -2.7676 1.4412 1.9808 0.021 -0.102 0.123
C -3.0200 1.0437 3.2895 0.024 0.017 -0.027
C -3.8534 -0.0363 3.5428 -0.052 0.019 -0.079
C -4.4258 -0.7329 2.4852 0.014 0.062 0.081
C -4.1592 -0.3512 1.1776 -0.024 -0.030 -0.014
C -3.3369 0.7381 0.9229 0.056 0.059 -0.121
H 5.1273 1.3483 -4.2421 -0.038 0.049 0.052
H 4.2098 0.1290 -5.1496 -0.016 -0.058 -0.090
H 4.8415 -0.0122 -2.2936 0.100 -0.079 -0.009
H 4.9450 -2.2804 -1.7105 -0.032 -0.022 -0.092
H 4.3660 -4.6365 -2.1356 -0.004 0.001 0.010
H 2.6833 -5.2124 -3.8571 0.000 0.044 0.003
H 1.5803 -3.4055 -5.1468 0.020 0.019 0.020
H 2.1708 -1.0553 -4.7273 0.037 -0.042 0.008
H 1.4497 3.2385 -4.8988 0.017 -0.012 0.026
H -0.4966 4.7716 -4.5402 -0.004 -0.007 0.004
H -1.6514 4.7096 -2.3248 0.019 -0.023 0.012
H -1.3038 2.8496 2.6149 0.004 0.040 0.042
H -2.5140 4.7417 1.7741 0.051 0.040 -0.003
H -3.6697 3.6404 0.9873 -0.077 -0.002 -0.052
H -2.5254 1.5550 4.1107 -0.043 -0.031 -0.049
H -4.0221 -0.3562 4.5641 0.007 0.006 -0.051
H -5.0534 -1.5948 2.6821 0.027 0.028 -0.010
H -4.5631 -0.9163 0.3452 0.018 0.032 0.028
H -3.0920 1.0077 -0.1059 -0.063 -0.046 0.122
N 1.4400 -3.9231 0.8717 -0.004 0.032 -0.060
C 1.6026 -2.8253 0.0552 0.126 -0.384 0.325
S 2.9571 -1.8253 0.3791 0.216 0.234 0.074
N 0.6514 -2.6896 -0.8437 -0.549 -0.246 -0.207
N 0.9072 -1.7423 -1.7975 0.393 -0.624 -0.718
C -0.0717 -1.3031 -2.4936 -0.011 -0.095 -0.302
C -1.5122 -1.5744 -2.4348 -0.198 -0.056 0.057
C -2.0526 -2.8468 -2.5911 -0.091 0.065 0.024
C -3.4269 -3.0326 -2.6705 0.032 0.059 0.019
C -4.2577 -1.9128 -2.5931 0.096 0.072 0.008
C -3.7437 -0.6414 -2.4044 0.050 -0.018 0.014
C -2.3457 -0.4182 -2.2638 0.008 -0.219 0.042
O -1.8337 0.7272 -1.9480 0.164 -0.109 -0.046
H 1.8476 -3.8195 1.7854 0.005 0.033 0.032
H 0.5116 -4.3196 0.8567 -0.013 0.041 -0.033
H 0.2092 -0.4856 -3.1613 0.013 -0.023 -0.087
H -1.3764 -3.6921 -2.6563 -0.009 0.028 -0.003
H -3.8470 -4.0225 -2.7964 0.018 0.004 0.001
H -5.3331 -2.0407 -2.6719 0.006 0.007 0.002
H -4.4046 0.2160 -2.3282 0.011 0.007 0.012
N 2.0252 1.1158 2.0739 0.338 -0.280 0.082
C 1.7667 1.5174 3.4014 -0.167 0.164 0.005
C 2.3938 2.7030 3.8074 0.046 0.023 -0.089
C 2.2302 3.2486 5.0648 -0.052 -0.052 0.021
C 1.4190 2.5794 5.9686 0.011 -0.025 -0.035
C 0.7819 1.4139 5.5726 0.044 0.086 -0.098
C 0.8899 0.8425 4.2907 0.098 0.199 0.063
C 0.0817 -0.3706 3.9349 -0.302 -0.587 0.054
C -0.6692 -1.0120 4.9488 0.147 0.115 -0.061
C -1.4925 -2.0958 4.6848 0.032 -0.022 -0.068
C -1.6081 -2.5636 3.3801 0.173 0.157 0.195
C -0.8580 -1.9311 2.3973 -0.174 -0.409 -0.301
C 0.0200 -0.8607 2.6051 -0.003 0.633 0.099
H 2.1625 0.1037 1.9800 -0.172 0.076 0.189
H 2.8446 1.5951 1.7179 0.030 -0.050 0.054
H 3.0404 3.2031 3.0892 -0.037 -0.039 0.048
H 2.7340 4.1702 5.3338 -0.011 -0.044 -0.016
H 1.2765 2.9568 6.9750 -0.003 -0.013 -0.039
H 0.1589 0.9369 6.3125 -0.076 -0.032 -0.047
H -0.6453 -0.6740 5.9782 0.071 -0.027 0.000
H -2.0546 -2.5570 5.4920 0.043 0.036 -0.020
H -2.2684 -3.3938 3.1422 0.027 0.051 -0.003
H -0.9748 -2.3286 1.3792 0.014 0.076 0.093
```
Forces are in eV/Å.

As for the total energy: -2693.013344 Eh. As for the net charge: -1. The calculation puts the lowest unoccupied orbital energy at 2.0 eV. The calculation puts the HOMO-LUMO gap at 5.9 eV. As for the energy above the lowest of the compared OMol25 structures with the same formula, charge and spin: 21.8 kcal per mole. The value obtained for the HOMO energy is -3.892 eV.

---

> Which value of net charge does entry 3 give?

0